# 1
This record from OMol25 describes 2 unconnected molecules or ions with the total composition C5H14N2. The level of theory is ωB97M-V/def2-TZVPD.

The molar mass is 102.181 g/mol. The HOMO energy comes out at -8.3 eV. As for the energy relative to the best compared isomer or geometry (same formula, charge and spin): 112.9 kcal/mol. As for the max |F|: 6.1 eV/Å. The value obtained for the total energy is -8387.7253 eV.

Each line ends with the Mulliken charge.
Atoms and positions in Å:
H1 1.083 -0.096 -1.852  0.35
N1 1.139 0.108 0.232  0.17
H2 1.873 1.705 1.392  0.36
N2 -2.440 1.030 -0.073  -0.63
C1 -1.449 -1.347 0.287  -1.07
C2 -0.090 0.868 0.188  -1.18
H3 -2.205 -1.850 -0.322  0.36
H4 -0.304 0.968 1.276  0.53
H5 -2.894 0.731 0.791  0.35
H6 -1.233 -0.019 -1.439  0.42
H7 2.615 0.219 1.776  0.29
H8 -1.541 -1.445 1.377  0.29
H9 -3.308 -0.029 -1.047  0.26
C3 2.240 0.768 0.895  -1.08
C4 1.506 -0.628 -1.002  -1.08
H10 2.585 -0.621 -1.212  0.37
H11 -0.467 -1.776 0.072  0.26
H12 -0.131 1.868 -0.297  0.24
H13 3.102 1.168 0.309  0.38
C5 -1.352 0.076 -0.354  0.16
H14 1.271 -1.697 -0.996  0.25



# 2
This record from OMol25 describes a single C2H2NO3 molecule. The level of theory is ωB97M-V/def2-TZVPD.

The molar mass is 88.042 g/mol. The HOMO energy (spin up / spin down) comes out at -11.1 / -11.0 eV. As for the energy relative to the best compared isomer or geometry (same formula, charge and spin): 14.0 kcal/mol. As for the max |F|: 3.7 eV/Å. The value obtained for the total energy is -9736.5177 eV. Its spin multiplicity is 2.

Each line ends with the Mulliken charge.
Atoms and positions in Å:
O1 -0.034 -1.876 -0.280  -0.28
H1 -0.658 0.539 1.201  0.26
O2 -2.080 -0.922 -0.453  -0.48
C1 0.930 0.861 -0.057  0.13
C2 -0.900 -1.005 -0.293  0.59
O3 1.408 0.784 -1.170  -0.45
N1 -0.205 0.243 0.342  -0.11
H2 1.540 1.377 0.709  0.33



# 3
This record from OMol25 describes a molecular structure, C37H51N4NiOP2. The level of theory is ωB97M-V/def2-TZVPD.

The molar mass is 688.483 g/mol. The HOMO energy (spin up / spin down) comes out at -8.9 / -8.9 eV. As for the charge: +1. As for the energy relative to the best compared isomer or geometry (same formula, charge and spin): 0.0 kcal/mol. As for the max |F|: 7.1 eV/Å. The value obtained for the total energy is -106816.5967 eV. Its spin multiplicity is 3.

Each line ends with the Mulliken charge.
Atoms and positions in Å:
H1 -2.852 -2.572 -3.435  0.52
N1 0.008 0.932 3.069  0.46
C1 0.884 2.216 -5.781  -0.74
C2 -3.251 1.700 0.150  1.80
H2 0.981 -1.293 2.548  0.36
H3 -3.711 3.292 1.515  0.57
N2 2.714 1.273 7.072  -0.44
C3 1.666 -2.099 2.250  -2.02
C4 3.597 1.703 -0.641  -1.66
H4 -2.060 -2.909 0.496  0.26
C5 3.838 -2.705 1.196  -1.72
H5 -2.203 2.449 1.920  0.16
H6 -1.008 -4.252 -3.924  0.42
H7 3.380 -3.425 0.506  0.30
H8 2.885 0.374 2.557  -0.04
H9 -5.233 -1.139 -0.449  0.24
Ni1 -0.249 -0.089 0.242  -0.37
H10 -3.633 -0.415 2.965  0.04
H11 4.052 -3.230 2.137  0.53
H12 -5.236 -2.619 0.530  0.55
H13 -2.328 0.417 -2.257  0.63
H14 4.494 0.676 -2.984  0.60
H15 -4.831 -1.682 2.646  0.54
H16 3.986 -1.010 -2.808  0.36
C6 -0.854 -3.446 -3.207  -1.05
H17 -1.728 -0.106 2.596  -0.95
C7 0.687 3.139 -3.155  -0.22
H18 -4.718 1.226 -1.412  0.26
H19 -2.858 3.635 -0.723  0.65
N3 -0.580 -1.603 -1.163  0.55
C8 3.766 0.225 -1.013  1.96
H20 3.630 1.861 0.447  0.25
C9 1.893 1.077 6.264  -0.27
H21 0.615 3.492 -2.118  0.37
C10 -2.647 -0.451 -1.659  -1.43
H22 -3.226 -3.334 1.773  0.57
C11 -4.687 1.602 -0.380  -1.59
H23 -2.434 2.301 -1.814  0.38
C12 -1.701 -1.609 -1.912  -0.13
C13 -1.159 -0.374 4.695  -0.29
C14 -2.611 -2.518 1.362  -1.23
H24 0.932 0.209 -4.898  0.48
H25 -5.331 0.975 0.248  0.30
H26 4.483 -0.077 1.940  0.10
H27 0.798 4.298 -6.359  0.40
C15 0.247 1.265 1.623  0.01
C16 -3.543 -1.356 0.958  2.65
C17 0.685 4.050 -4.213  -0.83
C18 1.830 -1.697 -1.397  -1.67
H28 2.640 -2.272 -1.858  0.41
C19 -3.230 2.304 1.561  -1.41
N4 0.358 0.866 -1.146  0.37
H29 5.898 0.270 -1.181  0.47
C20 0.798 3.592 -5.529  -0.46
C21 -0.201 -0.045 5.646  -0.83
C22 -1.894 -2.552 -2.917  -0.72
H30 2.007 -2.610 3.164  0.71
C23 -4.588 -1.922 -0.026  -1.68
C24 2.891 -1.547 1.511  2.26
H31 -5.052 -0.081 1.929  0.31
H32 -5.115 2.615 -0.388  0.52
H33 -2.007 -1.012 4.951  0.55
H34 -1.885 -2.224 2.133  0.13
H35 4.412 2.292 -1.093  0.49
C25 -4.294 -0.831 2.193  -1.53
H36 1.246 -3.878 -2.842  0.52
H37 -1.377 2.693 -0.434  0.10
C26 0.370 -3.280 -2.592  -1.12
H38 -0.259 -0.432 6.661  0.54
C27 5.147 -0.304 -0.613  -1.82
C28 3.731 0.023 -2.536  -1.87
H39 5.267 -1.357 -0.903  0.34
C29 -2.423 2.625 -0.765  -1.82
H40 5.397 -0.190 0.443  0.38
H41 2.766 0.270 -2.986  0.12
O1 0.828 2.309 1.408  -0.59
H42 -3.668 -0.679 -1.977  0.77
C30 0.938 1.312 4.014  -0.11
C31 0.867 0.783 5.286  0.35
H43 1.111 -2.823 1.637  0.27
H44 -4.121 -2.490 -0.842  0.36
H45 2.645 2.107 -1.002  0.24
H46 3.813 -0.904 3.355  0.54
P1 -2.471 -0.001 0.148  0.28
C32 0.797 0.862 -2.267  0.57
H47 1.701 2.019 3.698  0.69
H48 0.588 5.116 -4.003  0.42
C33 0.876 1.288 -4.729  -0.13
H49 4.796 -2.386 0.776  0.31
C34 0.797 1.757 -3.402  0.04
H50 0.946 1.852 -6.808  0.41
C35 -1.031 0.107 3.409  0.94
C36 3.561 -0.473 2.377  -1.39
C37 0.551 -2.221 -1.665  0.13
P2 2.275 -0.628 -0.092  1.04
H51 -3.778 1.702 2.295  0.29